A structure of composition C2HAlO2, computed with ωB97M-V/def2-TZVPD.

Atoms and positions in Å:
1 O -0.77 0.77 -0.27
2 O 0.16 -1.64 -0.19
3 C 0.15 1.03 0.45
4 C 1.06 -1.43 0.50
5 H 0.71 1.99 0.49
6 Al -1.30 -0.72 -0.98

Calculated values
E_HOMO (spin up / spin down)   -0.99646 / -1.08659 Ha
Net charge   +3
Multiplicity   2
Gap between HOMO and LUMO (spin up / spin down)   5.60 / 7.95 eV
Lowest unoccupied orbital energy (spin up / spin down)   -21.5 / -21.6 eV

---

An isolated molecule of C4H10N2OS, computed with ωB97M-V/def2-TZVPD.

Atoms and positions in Å:
1 N 0.94 -0.69 -2.26
2 C 0.71 0.53 -1.72
3 O 1.14 1.58 -2.14
4 C -0.29 0.79 -0.48
5 N -0.06 1.93 0.41
6 C -0.02 -0.59 0.33
7 C -0.40 -0.42 1.89
8 S -0.28 -2.04 2.76
9 H 1.30 -0.75 -3.14
10 H 0.20 -1.39 -2.06
11 H -1.24 0.96 -1.03
12 H -0.71 2.61 0.03
13 H 0.88 2.17 0.50
14 H -0.45 -1.48 -0.09
15 H 1.04 -0.68 0.11
16 H -1.55 -0.14 2.05
17 H 0.27 0.29 2.42
18 H -1.46 -2.68 2.42

Calculated values
ΔE to the lowest compared entry with this formula, charge and spin   44.7 kcal/mol
SMILES   NC(=O)[C@H](N)CCS
E_HOMO   -0.31862 Ha
Gap between HOMO and LUMO   9.30 eV
Lowest unoccupied orbital energy   0.6 eV

---

A structure of composition C3H8N4O, computed with ωB97M-V/def2-TZVPD.

Atoms and positions in Å:
1 C -1.84 -0.37 0.42
2 C -0.75 -0.26 -0.65
3 C 2.53 -0.03 0.01
4 H -2.65 0.14 -1.49
5 H -3.02 -1.44 -0.63
6 H -1.85 -1.49 0.69
7 H -1.65 0.33 1.55
8 H 0.35 0.10 0.91
9 H 3.82 -0.36 0.20
10 H 3.11 1.94 0.71
11 H 1.66 1.88 0.43
12 N -3.09 -0.29 -0.38
13 N 0.36 -0.06 -0.11
14 N 1.67 -0.77 -0.58
15 N 2.31 1.22 0.75
16 O -0.95 -0.55 -1.83

Calculated values
ΔE to the lowest compared entry with this formula, charge and spin   155.2 kcal/mol
E_HOMO   -0.34832 Ha
Gap between HOMO and LUMO   9.96 eV
Lowest unoccupied orbital energy   0.5 eV

---

A structure of composition C24H60Cl6CrN6O10, computed with ωB97M-V/def2-TZVPD.

Atoms and positions in Å:
1 Cr 1.18 -0.53 -1.70
2 C -1.03 -2.24 1.38
3 C -0.49 -1.54 0.13
4 O -0.99 -1.80 -0.98
5 O 0.51 -0.79 0.29
6 H -0.81 -3.31 1.15
7 H -2.09 -1.98 1.49
8 H -0.44 -1.97 2.25
9 N 2.41 -0.15 -4.30
10 O 1.26 -0.28 -3.78
11 O 2.58 -0.70 -5.37
12 O 3.26 0.45 -3.64
13 C -2.84 -2.74 -3.21
14 Cl -1.64 -3.03 -4.50
15 Cl -3.79 -4.20 -2.85
16 Cl -3.98 -1.44 -3.69
17 H -2.31 -2.51 -2.27
18 C 2.64 -7.05 1.72
19 Cl 3.96 -6.97 0.53
20 Cl 1.34 -8.13 1.24
21 Cl 1.96 -5.31 2.06
22 H 3.00 -7.40 2.66
23 C -4.61 1.66 -1.67
24 C -4.29 0.93 -0.33
25 C -5.24 -0.25 -0.18
26 O -4.87 -0.81 1.05
27 C -5.83 -1.77 1.56
28 N -2.85 0.54 -0.38
29 H -5.72 1.71 -1.80
30 H -4.25 1.06 -2.50
31 H -4.20 2.64 -1.81
32 H -4.44 1.63 0.55
33 H -5.27 -1.02 -1.06
34 H -6.30 0.11 0.01
35 H -5.31 -2.47 2.16
36 H -6.26 -2.36 0.70
37 H -6.65 -1.28 2.14
38 H -2.76 -0.01 -1.27
39 H -2.73 -0.21 0.33
40 C -1.12 1.90 -3.57
41 C 0.07 2.19 -2.69
42 C 0.03 3.68 -2.35
43 O 1.18 4.18 -1.78
44 C 2.43 4.28 -2.46
45 N 0.20 1.34 -1.50
46 H -1.25 2.70 -4.30
47 H -2.01 1.91 -2.91
48 H -0.97 0.86 -3.99
49 H 0.99 1.89 -3.14
50 H -0.72 3.79 -1.52
51 H -0.34 4.32 -3.18
52 H 2.35 4.73 -3.51
53 H 3.01 3.31 -2.56
54 H 3.03 4.97 -1.87
55 H -0.63 1.28 -0.98
56 H 0.90 1.86 -0.95
57 C -2.56 3.02 2.45
58 C -1.73 1.80 2.92
59 C -2.63 0.62 3.22
60 O -3.56 0.91 4.28
61 C -4.77 0.29 4.10
62 N -0.66 1.51 1.97
63 H -3.53 3.06 2.96
64 H -2.73 2.99 1.37
65 H -2.12 3.98 2.74
66 H -1.22 2.04 3.89
67 H -1.96 -0.21 3.51
68 H -3.11 0.25 2.33
69 H -4.62 -0.74 3.73
70 H -5.45 0.87 3.39
71 H -5.32 0.16 5.06
72 H -0.07 0.78 2.28
73 H -1.06 1.24 1.08
74 C 5.24 -1.97 -0.30
75 C 4.09 -1.66 -1.22
76 C 3.03 -2.78 -1.11
77 O 2.02 -2.44 -2.01
78 C 1.40 -3.42 -2.87
79 N 3.39 -0.42 -0.90
80 H 5.92 -1.16 -0.24
81 H 5.74 -2.95 -0.44
82 H 4.83 -2.14 0.70
83 H 4.33 -1.58 -2.27
84 H 2.59 -2.89 -0.09
85 H 3.47 -3.70 -1.42
86 H 1.22 -2.96 -3.82
87 H 0.45 -3.73 -2.46
88 H 2.09 -4.30 -3.11
89 H 3.42 -0.24 0.09
90 H 3.73 0.39 -1.41
91 C 3.77 3.89 2.25
92 C 3.74 2.50 1.65
93 C 3.79 1.45 2.67
94 O 3.66 0.14 2.06
95 C 3.90 -0.85 3.01
96 N 2.47 2.28 0.80
97 H 3.76 4.73 1.53
98 H 4.63 4.03 2.86
99 H 2.89 4.12 2.91
100 H 4.59 2.43 0.94
101 H 3.01 1.52 3.45
102 H 4.79 1.56 3.16
103 H 3.70 -1.81 2.48
104 H 3.33 -0.68 3.95
105 H 5.00 -0.81 3.21
106 H 2.21 3.21 0.52
107 H 1.63 1.99 1.27

Calculated values
E_HOMO (spin up / spin down)   -0.26573 / -0.33396 Ha
Multiplicity   5
Gap between HOMO and LUMO (spin up / spin down)   7.29 / 9.14 eV
Lowest unoccupied orbital energy (spin up / spin down)   0.1 / 0.1 eV

---

A structure of composition C21H28F5MgO2, computed with ωB97M-V/def2-TZVPD.

Atoms and positions in Å:
1 O -0.83 -1.12 0.36
2 C -1.23 -2.40 -0.27
3 C -1.27 -3.11 1.07
4 H -0.46 -2.74 -0.97
5 H -2.20 -2.27 -0.77
6 C -0.94 -1.72 1.70
7 H -0.49 -3.87 1.24
8 H -2.27 -3.46 1.35
9 C 0.35 -1.65 2.51
10 H 1.23 -1.98 1.94
11 H 0.28 -2.28 3.42
12 H 0.56 -0.63 2.85
13 C -2.10 -1.05 2.43
14 H -3.02 -1.20 1.85
15 H -1.91 0.02 2.56
16 H -2.24 -1.51 3.41
17 Mg 1.39 0.22 -0.14
18 C -3.36 2.32 0.13
19 C -2.39 2.25 -0.90
20 C -2.36 0.93 -1.39
21 H -1.74 3.05 -1.25
22 C -3.35 0.19 -0.71
23 C -3.96 1.04 0.25
24 H -4.76 0.77 0.95
25 H -3.59 3.21 0.72
26 H -1.71 0.57 -2.19
27 H -3.61 -0.86 -0.91
28 C -0.68 3.60 1.33
29 C -1.01 2.78 2.43
30 C 0.03 1.85 2.61
31 H -1.91 2.89 3.05
32 C 0.99 2.03 1.56
33 C 0.55 3.16 0.81
34 H 1.09 3.66 0.03
35 H -1.24 4.46 0.98
36 H 0.12 1.14 3.44
37 H 2.01 1.59 1.52
38 O 2.14 -1.24 -0.90
39 C 2.51 -2.57 -0.21
40 C 3.29 -3.37 -1.23
41 H 1.57 -3.04 0.08
42 H 3.10 -2.27 0.65
43 C 3.40 -2.54 -2.52
44 H 2.80 -4.33 -1.39
45 H 4.30 -3.60 -0.86
46 C 2.72 -1.20 -2.30
47 H 2.93 -3.09 -3.34
48 H 4.45 -2.36 -2.78
49 H 1.87 -1.05 -2.97
50 H 3.41 -0.35 -2.34
51 F 0.42 4.82 -2.49
52 C 0.29 3.48 -2.41
53 F -0.49 3.04 -3.43
54 C 1.52 2.72 -2.22
55 F 1.99 2.14 -3.35
56 F 2.51 3.39 -1.60
57 F 1.33 1.54 -1.35

Calculated values
E_HOMO   -0.06600 Ha
Net charge   -1
Gap between HOMO and LUMO   2.95 eV
Lowest unoccupied orbital energy   1.2 eV

---

An isolated molecule of C2H6N2O, computed with ωB97M-V/def2-TZVPD.

Atoms and positions in Å:
1 C -1.65 -0.38 0.00
2 N -0.99 0.94 -0.09
3 C 0.33 1.13 -0.07
4 N 0.86 -0.13 -0.03
5 O 2.36 0.01 -0.10
6 H -1.23 -1.35 -0.66
7 H -2.61 -0.17 -0.23
8 H -1.40 -0.84 1.15
9 H 0.81 2.18 0.16
10 H 0.64 -0.91 -0.73
11 H 2.85 -0.49 0.58

Calculated values
ΔE to the lowest compared entry with this formula, charge and spin   122.6 kcal/mol
SMILES   C/N=C\NO
E_HOMO   -0.33186 Ha
Gap between HOMO and LUMO   9.84 eV
Lowest unoccupied orbital energy   0.8 eV

---

A structure of composition C7H10, computed with ωB97M-V/def2-TZVPD.

Atoms and positions in Å:
1 C -1.13 -0.92 0.43
2 C -1.68 1.11 -0.93
3 C -0.88 0.11 -0.61
4 C 0.36 -0.63 -1.09
5 C 0.48 -1.01 0.40
6 C 1.94 0.93 0.81
7 C 0.84 0.26 1.12
8 H -1.69 -1.67 -0.15
9 H -1.72 -0.64 1.31
10 H -1.71 1.47 -1.94
11 H -2.38 1.48 -0.19
12 H 0.05 -1.48 -1.71
13 H 1.20 -0.12 -1.57
14 H 1.20 -1.79 0.72
15 H 2.47 0.75 -0.12
16 H 2.39 1.61 1.52
17 H 0.22 0.53 1.98

Calculated values
ΔE to the lowest compared entry with this formula, charge and spin   76.2 kcal/mol
E_HOMO   -0.32585 Ha
Gap between HOMO and LUMO   9.84 eV
Lowest unoccupied orbital energy   1.0 eV

---

A structure of composition C57H50Cl2LaN3O2S2, computed with ωB97M-V/def2-TZVPD.

Atoms and positions in Å:
1 La -0.66 -0.10 -0.41
2 C -5.67 1.78 -4.81
3 C -5.80 0.26 -4.92
4 C -7.00 -0.24 -5.38
5 C -7.22 -1.60 -5.53
6 C -6.24 -2.54 -5.22
7 C -5.02 -2.07 -4.87
8 C -4.78 -0.71 -4.68
9 N -3.54 -0.29 -4.13
10 C -3.25 -0.47 -2.81
11 N -4.30 -0.59 -2.00
12 C -4.27 -0.37 -0.61
13 C -3.06 -0.34 0.08
14 C -3.14 0.05 1.45
15 C -4.34 0.26 2.10
16 C -5.56 0.12 1.39
17 C -5.52 -0.21 0.04
18 C -6.91 -0.44 -0.65
19 N -2.01 -0.36 -2.39
20 C -0.85 -0.32 -3.18
21 C -0.16 0.94 -3.26
22 C 1.17 0.99 -3.76
23 C 1.67 -0.12 -4.42
24 C 0.89 -1.27 -4.55
25 C -0.32 -1.42 -3.84
26 C -0.97 -2.75 -3.65
27 H -6.45 2.19 -4.21
28 H -5.80 2.19 -5.78
29 H -4.66 2.06 -4.41
30 H -7.80 0.47 -5.63
31 H -8.15 -2.02 -5.89
32 H -6.33 -3.59 -5.39
33 H -4.17 -2.74 -4.66
34 H -2.78 -0.29 -4.83
35 H -5.20 -0.54 -2.46
36 H -2.21 0.02 2.05
37 H -4.34 0.55 3.12
38 H -6.48 0.17 1.92
39 H -7.73 -0.52 0.10
40 H -6.82 -1.43 -1.06
41 H -7.21 0.28 -1.44
42 H -0.73 1.82 -2.96
43 H 1.76 1.93 -3.92
44 H 2.64 -0.09 -4.95
45 H 1.25 -2.15 -5.11
46 H -0.28 -3.45 -3.16
47 H -1.22 -3.13 -4.62
48 H -1.83 -2.71 -3.00
49 C 4.56 -7.18 1.61
50 C 3.95 -5.84 1.48
51 C 3.22 -5.22 2.48
52 C 2.68 -3.95 2.32
53 C 2.86 -3.26 1.12
54 C 3.56 -3.87 0.12
55 C 4.02 -5.15 0.28
56 S 2.00 -1.69 0.93
57 O 1.06 -1.94 -0.30
58 C 3.18 -0.52 0.33
59 C 3.89 -0.72 -0.90
60 C 4.71 0.24 -1.37
61 C 5.00 1.44 -0.67
62 C 5.88 2.40 -1.11
63 C 6.36 3.41 -0.26
64 C 5.96 3.39 1.05
65 C 4.91 2.58 1.47
66 C 4.43 1.54 0.65
67 C 3.45 0.63 1.10
68 C 2.69 0.90 2.34
69 C 3.07 0.19 3.54
70 C 3.93 -0.95 3.56
71 C 4.27 -1.57 4.75
72 C 3.85 -1.00 5.98
73 C 3.05 0.08 5.98
74 C 2.61 0.71 4.81
75 C 1.79 1.88 4.83
76 C 1.47 2.49 3.65
77 C 1.84 1.99 2.41
78 S 1.40 2.80 0.87
79 O 0.20 2.02 0.33
80 C 0.64 4.35 1.40
81 C 1.33 5.33 2.07
82 C 0.62 6.45 2.50
83 C -0.73 6.64 2.24
84 C -1.56 7.76 2.83
85 C -1.33 5.69 1.41
86 C -0.72 4.52 1.05
87 H 4.09 -7.82 2.37
88 H 5.64 -7.24 1.85
89 H 4.51 -7.70 0.67
90 H 3.07 -5.72 3.45
91 H 2.06 -3.58 3.14
92 H 3.79 -3.35 -0.78
93 H 4.74 -5.55 -0.44
94 H 3.73 -1.59 -1.51
95 H 5.08 0.15 -2.37
96 H 6.25 2.42 -2.11
97 H 6.95 4.19 -0.72
98 H 6.43 4.14 1.66
99 H 4.52 2.70 2.51
100 H 4.39 -1.32 2.64
101 H 4.90 -2.50 4.79
102 H 4.23 -1.39 6.93
103 H 2.70 0.57 6.89
104 H 1.41 2.28 5.76
105 H 0.88 3.39 3.72
106 H 2.40 5.34 2.17
107 H 1.17 7.29 2.91
108 H -1.55 7.64 3.88
109 H -2.61 7.72 2.45
110 H -1.16 8.78 2.54
111 H -2.35 5.81 1.00
112 H -1.27 3.79 0.41
113 Cl -0.81 -6.04 3.03
114 C -1.41 -4.44 3.31
115 Cl -0.99 -3.38 1.82
116 H -1.04 -3.92 4.15
117 H -2.48 -4.52 3.35

Calculated values
E_HOMO   -0.45268 Ha
Net charge   +2
Gap between HOMO and LUMO   7.41 eV
Lowest unoccupied orbital energy   -4.9 eV

---

A structure of composition C29H31BCuF4N2O3P2, computed with ωB97M-V/def2-TZVPD.

Atoms and positions in Å:
1 Cu 0.39 0.85 -1.92
2 N -0.45 -0.87 0.85
3 P 0.66 0.38 1.35
4 C 0.07 0.68 3.06
5 C 0.55 1.83 3.68
6 C 0.18 2.15 4.97
7 C -0.71 1.34 5.66
8 C -1.21 0.20 5.05
9 C -0.82 -0.13 3.76
10 C 2.14 -0.63 1.75
11 C 3.33 -0.30 1.12
12 C 4.49 -1.03 1.36
13 C 4.46 -2.10 2.24
14 C 3.27 -2.45 2.88
15 C 2.12 -1.72 2.63
16 P -0.63 -0.94 -0.87
17 C -2.31 -1.63 -1.02
18 C -3.36 -0.78 -1.36
19 C -4.65 -1.28 -1.47
20 C -4.90 -2.62 -1.25
21 C -3.86 -3.48 -0.92
22 C -2.56 -2.99 -0.82
23 C 0.40 -2.36 -1.35
24 C 1.05 -3.19 -0.44
25 C 1.88 -4.21 -0.89
26 C 2.05 -4.42 -2.25
27 C 1.40 -3.60 -3.16
28 C 0.59 -2.57 -2.72
29 H -1.37 -0.70 1.24
30 H 1.23 2.48 3.14
31 H 0.57 3.05 5.44
32 H -1.01 1.59 6.67
33 H -1.90 -0.45 5.58
34 H -1.20 -1.04 3.31
35 H 3.34 0.51 0.40
36 H 5.40 -0.77 0.85
37 H 5.36 -2.67 2.43
38 H 3.24 -3.29 3.56
39 H 1.19 -1.99 3.12
40 H -3.16 0.26 -1.56
41 H -5.45 -0.61 -1.75
42 H -5.91 -3.01 -1.34
43 H -4.04 -4.53 -0.76
44 H -1.75 -3.66 -0.58
45 H 0.91 -3.02 0.62
46 H 2.39 -4.84 -0.17
47 H 2.70 -5.22 -2.60
48 H 1.54 -3.75 -4.22
49 H 0.11 -1.92 -3.44
50 F -1.44 1.73 -2.77
51 B -2.48 1.71 -3.78
52 F -2.27 2.79 -4.63
53 F -2.43 0.50 -4.45
54 F -3.71 1.87 -3.11
55 C -2.05 4.45 -1.68
56 N -1.70 3.65 -0.52
57 C -0.37 3.83 0.03
58 C -2.42 2.56 -0.22
59 O -2.08 1.69 0.58
60 H -1.47 4.16 -2.56
61 H -1.89 5.51 -1.46
62 H -3.11 4.30 -1.91
63 H -0.19 4.89 0.21
64 H 0.41 3.46 -0.65
65 H -0.30 3.28 0.97
66 H -3.37 2.51 -0.76
67 C 3.99 2.97 -1.77
68 O 2.61 2.61 -1.81
69 C 2.29 1.25 -2.06
70 O 3.21 0.48 -2.23
71 H 4.27 3.49 -2.69
72 H 4.62 2.09 -1.66
73 H 4.14 3.65 -0.93

Calculated values
ΔE to the lowest compared entry with this formula, charge and spin   0.0 kcal/mol
E_HOMO   -0.17520 Ha
Net charge   -1
Gap between HOMO and LUMO   7.37 eV
Lowest unoccupied orbital energy   2.6 eV

---

A structure of composition C29H35FHgN4O6, computed with ωB97M-V/def2-TZVPD.

Atoms and positions in Å:
1 C -6.24 7.66 -1.34
2 C -7.12 7.77 -2.37
3 H -5.92 8.57 -0.82
4 H -5.90 6.70 -0.97
5 C -7.59 6.60 -3.08
6 C -6.92 5.42 -3.00
7 H -5.99 5.32 -2.44
8 H -7.28 4.56 -3.57
9 C -7.62 9.15 -2.79
10 H -7.17 9.90 -2.13
11 H -8.71 9.24 -2.72
12 H -7.33 9.39 -3.82
13 C -8.86 6.68 -3.91
14 H -8.79 7.44 -4.70
15 H -9.74 6.93 -3.29
16 H -9.04 5.71 -4.38
17 Hg -0.67 0.67 -0.79
18 O -2.38 2.19 -0.39
19 C -3.50 2.20 0.17
20 O -2.50 -0.62 0.16
21 C -3.57 -0.25 0.62
22 O -4.43 -1.13 1.16
23 N -4.11 1.04 0.68
24 C -5.63 -0.43 1.60
25 C -5.49 1.01 1.20
26 H -5.70 -0.52 2.69
27 H -6.49 -0.90 1.11
28 H -5.61 1.71 2.03
29 H -6.20 1.29 0.41
30 C -4.23 3.43 0.29
31 C -3.62 4.56 -0.13
32 H -5.23 3.43 0.73
33 H -2.59 4.52 -0.47
34 H -4.11 5.53 -0.09
35 F 2.89 -5.46 -1.87
36 C 3.19 -4.41 -1.04
37 C 2.34 -3.33 -0.97
38 C 2.62 -2.29 -0.06
39 C 1.70 -1.19 0.15
40 O 0.77 -1.03 -0.72
41 C 1.93 -0.34 1.28
42 C 3.17 -0.35 1.86
43 N 4.17 -1.23 1.50
44 C 5.41 -1.20 2.15
45 C 5.85 0.02 2.90
46 C 5.40 -1.19 3.65
47 C 3.83 -2.31 0.68
48 C 4.66 -3.43 0.64
49 C 4.34 -4.52 -0.21
50 N 5.09 -5.67 -0.11
51 C 5.56 -6.12 1.19
52 C 7.07 -6.19 1.18
53 N 7.43 -7.08 0.04
54 C 6.92 -6.71 -1.31
55 C 5.40 -6.56 -1.20
56 C 0.90 0.54 2.00
57 O 1.10 0.67 3.22
58 O -0.06 1.11 1.36
59 H 1.45 -3.28 -1.59
60 H 3.43 0.32 2.68
61 H 6.23 -1.73 1.66
62 H 6.92 0.23 2.82
63 H 5.20 0.90 2.93
64 H 4.42 -1.11 4.12
65 H 6.13 -1.81 4.15
66 H 5.53 -3.49 1.29
67 H 5.13 -7.11 1.42
68 H 5.22 -5.42 1.96
69 H 7.54 -5.22 1.00
70 H 7.47 -6.62 2.10
71 H 8.44 -7.20 0.00
72 H 6.98 -7.97 0.25
73 H 7.20 -7.50 -2.02
74 H 7.41 -5.78 -1.60
75 H 4.95 -7.55 -1.01
76 H 5.00 -6.16 -2.14

Calculated values
E_HOMO   -0.40719 Ha
Net charge   +2
Gap between HOMO and LUMO   4.95 eV
Lowest unoccupied orbital energy   -6.1 eV